[1]
The following is a DFT calculation (wB97M-V/def2-TZVPD) of a 2-piece molecular cluster, C4H11NO overall in a non-equilibrium geometry.

Output
structure (SMILES): C/C=C/NC.O
energy relative to the best compared isomer or geometry (same formula, charge and spin): 74.38 kcal per mole
E_LUMO: 0.9205 eV

Last column: natural (NBO) charge in e.
Cartesian coordinates (Å):
C1 1.791 -0.309 2.187  -0.649
C2 1.301 -0.607 0.812  -0.280
C3 1.177 0.120 -0.270  0.002
N1 0.337 -0.176 -1.376  -0.655
C4 -0.010 -1.565 -1.566  -0.426
H1 1.411 0.596 2.779  0.223
H2 1.307 -1.099 2.812  0.212
H3 2.878 -0.523 2.157  0.219
H4 0.781 -1.571 0.881  0.184
H5 1.954 0.888 -0.524  0.192
H6 -0.127 0.604 -1.826  0.399
H7 0.506 -2.279 -1.021  0.217
H8 -1.084 -1.825 -1.722  0.196
H9 0.362 -2.077 -2.561  0.167
O1 -4.043 2.948 -0.213  -0.936
H10 -4.859 3.187 0.141  0.467
H11 -3.683 3.687 -0.691  0.469



[2]
The following is a DFT calculation (wB97M-V/def2-TZVPD) of one molecule with the formula C3H4F2 in a non-equilibrium geometry.

Output
structure (SMILES): F[C@@H]1C[C@@H]1F
energy relative to the best compared isomer or geometry (same formula, charge and spin): 78.67 kcal per mole
E_LUMO: 1.0913 eV

Last column: natural (NBO) charge in e.
Cartesian coordinates (Å):
F1 -1.760 -0.657 -0.207  -0.396
C1 -0.785 0.468 0.257  0.137
C2 0.468 0.533 -0.636  -0.448
C3 0.514 -0.533 0.494  0.142
F2 0.148 -1.625 -0.248  -0.348
H1 -1.381 1.162 0.966  0.236
H2 0.358 0.097 -1.498  0.235
H3 1.093 1.325 -0.501  0.221
H4 1.346 -0.769 1.373  0.220



[3]
The following is a DFT calculation (wB97M-V/def2-TZVPD) of a 3-piece molecular cluster, C16H27F6NO7S overall in a non-equilibrium geometry.

Output
structure (SMILES): CCCOCOC(=O)NCSCC.CCOC(=O)C(F)(F)F.CCOC(=O)C(F)(F)F
E_LUMO: 0.1296 eV

Last column: natural (NBO) charge in e.
Cartesian coordinates (Å):
C1 7.484 -1.475 2.289  -0.645
C2 6.941 -0.634 0.956  -0.440
C3 5.955 0.555 1.574  -0.081
O1 5.693 1.655 0.633  -0.542
C4 4.314 1.571 0.127  0.202
O2 3.329 2.367 0.878  -0.541
C5 2.710 1.601 1.973  0.880
O3 3.362 1.636 3.168  -0.577
N1 1.455 0.759 1.876  -0.710
C6 1.443 -0.381 2.877  -0.367
S1 0.369 -1.784 2.241  0.170
C7 1.300 -2.897 1.049  -0.543
C8 2.210 -1.988 -0.019  -0.634
H1 8.653 -1.471 2.252  0.223
H2 7.046 -2.575 2.307  0.217
H3 7.127 -0.948 3.299  0.213
H4 6.214 -1.370 0.371  0.198
H5 7.807 -0.222 0.284  0.226
H6 6.529 1.027 2.508  0.201
H7 4.993 -0.004 1.959  0.182
H8 4.336 2.022 -0.973  0.200
H9 4.043 0.438 0.013  0.171
H10 0.644 1.383 2.168  0.404
H11 0.940 -0.002 3.891  0.242
H12 2.499 -0.830 3.121  0.244
H13 2.095 -3.594 1.603  0.217
H14 0.556 -3.554 0.386  0.250
H15 2.963 -2.663 -0.641  0.218
H16 1.519 -1.365 -0.766  0.230
H17 2.873 -1.290 0.652  0.192
C9 -1.822 3.976 0.269  -0.639
C10 -1.823 2.471 0.068  -0.080
O4 -2.746 1.843 0.971  -0.483
C11 -4.061 1.838 0.582  0.687
O5 -4.467 2.334 -0.466  -0.528
C12 -4.921 1.097 1.606  0.900
F1 -4.623 1.440 2.892  -0.309
F2 -4.761 -0.255 1.527  -0.308
F3 -6.255 1.332 1.452  -0.305
H18 -1.622 4.225 1.316  0.213
H19 -1.062 4.449 -0.359  0.225
H20 -2.796 4.408 0.019  0.224
H21 -0.830 2.071 0.300  0.195
H22 -2.045 2.202 -0.971  0.207
C13 -6.889 -0.788 -2.496  -0.640
C14 -6.210 -2.097 -2.857  -0.078
O6 -5.464 -1.958 -4.076  -0.480
C15 -4.213 -1.407 -3.959  0.686
O7 -3.725 -1.039 -2.894  -0.530
C16 -3.515 -1.366 -5.318  0.900
F4 -4.331 -0.922 -6.317  -0.308
F5 -3.076 -2.598 -5.706  -0.309
F6 -2.424 -0.550 -5.332  -0.305
H23 -7.504 -0.431 -3.328  0.216
H24 -7.523 -0.912 -1.613  0.224
H25 -6.152 -0.006 -2.287  0.227
H26 -6.969 -2.866 -3.035  0.197
H27 -5.570 -2.458 -2.044  0.200



[4]
The following is a DFT calculation (wB97M-V/def2-TZVPD) of an isolated ion of composition C7H2BrClNO2S2 and charge -1 in a non-equilibrium geometry.

Output
net charge: -1
E_LUMO (spin up / spin down): 1.7066 / 1.9555 eV

Last column: natural (NBO) charge in e.
Cartesian coordinates (Å):
C1 -2.064 -0.919 0.279  -0.264
C2 -2.775 0.100 0.719  0.003
C3 -0.490 0.625 -0.783  0.032
C4 -0.838 -0.693 -0.380  -0.232
C5 2.024 -0.225 -0.224  -0.442
C6 -1.459 1.564 -0.428  0.073
C7 1.775 -1.474 -0.330  -0.263
N1 -2.513 1.311 0.306  -0.436
O1 3.388 1.753 -0.974  -0.921
O2 3.346 1.143 1.454  -0.929
S1 0.127 -2.173 -0.634  0.290
S2 3.389 0.709 0.061  1.768
Cl1 -1.225 3.203 -0.882  -0.003
Br1 3.219 -2.884 -0.183  -0.071
H1 -2.337 -2.015 0.602  0.211
H2 -3.568 -0.025 1.398  0.185



[5]
The following is a DFT calculation (wB97M-V/def2-TZVPD) of C3H5N2O2 as an isolated structure in a non-equilibrium geometry.

Output
net charge: -1
energy relative to the best compared isomer or geometry (same formula, charge and spin): 87.12 kcal per mole
E_LUMO: 4.3894 eV

Last column: natural (NBO) charge in e.
Cartesian coordinates (Å):
C1 -0.071 -0.941 -0.339  -0.267
C2 -0.801 0.334 -0.931  -0.274
C3 0.850 0.719 0.933  0.365
N1 0.479 -0.550 0.932  -0.066
N2 -0.296 1.519 -0.331  -0.413
O1 0.185 -1.225 2.031  -0.750
O2 1.168 1.336 -0.230  -0.478
H1 -0.747 -1.781 -0.181  0.208
H2 0.733 -1.225 -1.027  0.181
H3 -0.658 0.309 -2.026  0.142
H4 -1.873 0.295 -0.711  0.180
H5 1.030 1.211 1.880  0.171



[6]
The following is a DFT calculation (wB97M-V/def2-TZVPD) of C25H36AsCsN2O8PS as an isolated structure in a non-equilibrium geometry.

Output
net charge: -1
energy relative to the best compared isomer or geometry (same formula, charge and spin): 68.28 kcal per mole
E_LUMO: 1.9443 eV

Last column: Mulliken charge in e.
Cartesian coordinates (Å):
Cs1 0.090 -0.804 -0.218  1.530
C1 3.544 1.042 -0.176  0.160
O1 2.334 1.754 -0.255  -0.031
C2 2.372 3.087 0.024  0.721
C3 3.541 3.777 0.306  -0.790
C4 3.512 5.135 0.611  -0.642
C5 2.303 5.809 0.634  -0.784
C6 1.134 5.127 0.337  -0.218
C7 1.136 3.767 0.009  0.156
N1 -0.020 3.027 -0.245  -0.161
N2 -1.008 3.731 -0.610  -0.162
C8 -2.196 3.128 -0.846  -0.097
C9 -2.416 1.717 -0.681  -0.030
O2 -1.526 0.926 -0.286  -0.521
C10 -3.746 1.221 -0.994  -0.794
C11 -4.759 2.038 -1.344  -0.978
C12 -4.571 3.453 -1.478  0.849
C13 -5.635 4.300 -1.829  -0.802
C14 -5.443 5.651 -1.986  -0.474
C15 -4.164 6.189 -1.792  -0.695
C16 -3.110 5.381 -1.440  -0.363
C17 -3.282 3.991 -1.257  0.903
H1 4.023 1.162 0.801  0.454
H2 4.248 1.351 -0.957  0.432
H3 3.296 -0.009 -0.316  -1.017
H4 4.497 3.271 0.296  0.366
H5 4.439 5.651 0.826  0.364
H6 2.268 6.860 0.894  0.359
H7 0.176 5.626 0.355  0.391
H8 -3.881 0.147 -0.915  0.491
H9 -5.748 1.638 -1.546  0.333
H10 -6.619 3.870 -1.979  0.348
H11 -6.269 6.297 -2.260  0.366
H12 -4.007 7.253 -1.925  0.373
H13 -2.124 5.796 -1.291  0.395
O3 0.145 -2.009 -3.815  -0.627
H14 -0.624 -1.431 -3.770  0.321
H15 -0.050 -2.697 -3.162  0.306
C18 -4.080 -3.495 0.548  -1.452
As1 -2.067 -3.382 0.834  0.823
C19 -2.323 -1.747 1.909  -1.140
C20 -2.063 -5.188 1.622  -1.204
S1 -1.472 -3.366 -1.171  -0.580
H16 -4.598 -3.609 1.508  0.419
H17 -4.311 -4.357 -0.078  0.363
H18 -4.470 -2.606 0.049  0.332
H19 -2.510 -2.058 2.938  0.344
H20 -3.198 -1.222 1.531  0.250
H21 -1.468 -1.072 1.890  0.290
H22 -2.053 -5.144 2.710  0.339
H23 -1.155 -5.688 1.285  0.341
H24 -2.934 -5.742 1.279  0.366
C21 1.103 -3.380 3.772  -0.658
O4 -0.015 -3.721 2.949  -0.233
C22 -0.033 -3.191 1.691  0.266
O5 0.863 -2.416 1.387  -0.884
H25 2.034 -3.608 3.252  0.186
H26 1.021 -3.974 4.678  0.262
H27 1.086 -2.316 4.015  0.237
C23 4.378 -1.650 -2.421  -0.646
O6 4.458 -2.137 -1.087  -0.455
P1 3.004 -2.258 -0.258  0.684
O7 2.378 -3.583 -0.912  -0.044
C24 3.029 -4.849 -0.854  -0.771
O8 3.700 -2.914 1.063  -0.397
C25 4.196 -2.027 2.052  -0.815
H28 5.378 -1.714 -2.848  0.261
H29 4.044 -0.607 -2.448  0.179
H30 3.688 -2.246 -3.025  0.263
H31 2.602 -5.458 -1.648  0.213
H32 2.839 -5.324 0.109  0.235
H33 4.106 -4.748 -0.995  0.313
H34 4.636 -2.638 2.838  0.255
H35 3.387 -1.422 2.473  0.301
H36 4.963 -1.364 1.643  0.326



[7]
The following is a DFT calculation (wB97M-V/def2-TZVPD) of a 2-piece molecular cluster, C2H3ClNOP overall in a non-equilibrium geometry.

Output
energy relative to the best compared isomer or geometry (same formula, charge and spin): 63.11 kcal per mole
E_LUMO: -0.9934 eV

Last column: natural (NBO) charge in e.
Cartesian coordinates (Å):
C1 -0.977 0.077 -0.359  -0.125
C2 1.220 1.990 0.171  -0.943
N1 -1.579 -0.625 -1.019  -0.220
O1 -0.753 0.952 2.075  -0.964
P1 -0.019 1.027 0.810  1.765
Cl1 -0.057 -3.838 -0.996  -0.284
H1 -1.373 -3.757 -0.975  0.285
H2 1.829 1.572 -0.537  0.246
H3 1.707 2.601 0.830  0.241